No. 1
Molecular formula: C47H57AsCsF6N8O3SSi2Te
Method: DFT, ωB97M-V/def2-TZVPD

Each line ends with the Löwdin charge.
Positions of all 127 atoms, in Å:
Cs  -1.159105  0.045693  1.037111  1.009
C  -4.608181  -2.279928  0.526626  -0.179
N  -4.322485  -1.865232  -0.839000  -0.028
C  -3.626983  -2.888572  -1.585431  -0.149
C  -2.462397  -3.527271  -0.875747  -0.328
N  -1.496022  -2.893841  -0.279317  0.143
C  -0.703573  -3.881109  0.292315  -0.249
C  0.441870  -3.763832  1.074526  -0.024
C  1.026314  -4.926996  1.536661  -0.095
C  0.491339  -6.187489  1.233152  -0.112
C  -0.646575  -6.321194  0.459112  -0.037
C  -1.227329  -5.146153  -0.002082  -0.202
N  -2.356821  -4.890635  -0.755540  0.164
C  -4.871574  -1.078111  1.360123  -0.336
N  -4.281998  0.064959  1.164152  0.094
C  -4.727879  0.885459  2.190343  -0.229
C  -4.418160  2.216439  2.465854  -0.013
C  -4.996589  2.780444  3.589049  -0.090
C  -5.857477  2.050645  4.421486  -0.106
C  -6.180676  0.732377  4.154163  -0.032
C  -5.605033  0.171731  3.021040  -0.191
N  -5.693921  -1.082400  2.447839  0.175
H  -3.749092  -2.777357  0.996110  0.020
H  -5.450434  -2.979401  0.565320  0.127
H  -3.758437  -1.021995  -0.768174  0.074
H  -3.275626  -2.446484  -2.519740  0.099
H  -4.336658  -3.681418  -1.854190  0.117
H  0.837176  -2.790674  1.330036  0.101
H  1.896917  -4.865330  2.178156  0.096
H  0.964715  -7.074887  1.636167  0.089
H  -1.074229  -7.294198  0.249792  0.099
H  -3.053081  -5.551141  -1.047142  0.152
H  -3.755251  2.774953  1.810152  0.057
H  -4.777956  3.812549  3.832155  0.089
H  -6.276362  2.529158  5.298601  0.092
H  -6.840904  0.169048  4.802183  0.103
H  -6.119191  -1.900309  2.845753  0.156
F  3.647833  -3.447375  -4.033195  0.018
C  3.928063  -2.358086  -3.251585  -0.184
C  2.945282  -1.864924  -2.441938  0.096
C  3.212758  -0.780457  -1.616536  -0.033
C  2.147575  -0.313226  -0.716481  -0.338
O  1.131620  -0.977334  -0.571416  -0.084
C  2.418705  0.947790  -0.058065  -0.019
C  3.654749  1.464267  -0.118206  0.051
N  4.707198  0.916644  -0.840055  -0.010
C  5.980605  1.575555  -0.833704  -0.274
C  7.169006  0.840405  -0.275031  -0.111
C  6.556444  1.978339  0.488199  -0.084
C  4.476975  -0.168766  -1.646243  -0.119
C  5.459581  -0.690235  -2.500403  0.055
C  5.207224  -1.802950  -3.283450  -0.162
N  6.289379  -2.333026  -4.048829  -0.091
C  7.446137  -2.747545  -3.290842  -0.146
C  7.296355  -4.181133  -2.797112  -0.073
N  7.124785  -5.068693  -4.006799  0.057
C  5.931423  -4.658363  -4.840716  -0.083
C  6.065118  -3.179539  -5.193583  -0.143
C  1.245713  1.572803  0.695791  -0.848
O  1.270260  1.497611  1.931077  -0.069
O  0.338831  1.962803  -0.059782  -0.317
H  1.961551  -2.318694  -2.403151  0.145
H  3.904859  2.372892  0.412777  0.148
H  6.149664  2.242509  -1.673265  0.154
H  8.128517  0.992100  -0.751722  0.097
H  6.982282  -0.155310  0.106027  0.107
H  7.086100  2.918399  0.532379  0.106
H  5.981182  1.729313  1.368811  0.114
H  6.425978  -0.211396  -2.566874  0.115
H  7.592881  -2.097254  -2.433148  0.125
H  8.345856  -2.667719  -3.915912  0.134
H  6.395932  -4.297497  -2.193794  0.147
H  8.161812  -4.540326  -2.242652  0.135
H  7.028813  -6.041865  -3.722987  0.180
H  7.969969  -5.006306  -4.576243  0.175
H  5.053730  -4.849061  -4.230076  0.123
H  5.916399  -5.295534  -5.724085  0.137
H  5.175871  -2.869557  -5.734898  0.142
H  6.916959  -3.057940  -5.877395  0.132
C  -4.272939  6.034993  1.593858  -0.238
Si  -4.179819  5.444766  -0.219795  0.074
C  -4.364347  7.043634  -1.235847  -0.256
C  -5.789040  4.492687  -0.561680  -0.260
As  -2.436413  4.043629  -0.719661  0.639
Si  -0.707873  5.251432  0.214309  0.122
C  0.913801  4.999514  -0.765073  -0.248
C  -0.336664  4.821509  2.029563  -0.235
C  -0.920228  7.146473  0.214054  -0.259
H  -5.315275  6.184249  1.899183  0.015
H  -3.752209  6.991236  1.714734  0.003
H  -3.811139  5.318515  2.273733  -0.007
H  -5.306866  7.550102  -0.994719  0.012
H  -4.359411  6.807404  -2.302648  0.009
H  -3.541955  7.735123  -1.040039  -0.005
H  -6.660083  5.032348  -0.174215  0.013
H  -5.768362  3.497733  -0.110044  0.003
H  -5.919130  4.368035  -1.640953  0.011
H  0.839736  4.139692  -1.431290  -0.004
H  1.757509  4.834361  -0.085129  0.007
H  1.124470  5.893087  -1.362332  0.007
H  -0.642527  3.799385  2.255650  0.005
H  -0.883262  5.496010  2.697278  0.010
H  0.731306  4.905247  2.258902  0.014
H  -1.091364  7.516709  -0.799556  0.010
H  -0.005040  7.611608  0.602021  0.014
H  -1.753861  7.472831  0.843720  -0.006
F  -1.111264  -1.178259  8.447463  0.087
C  -1.483994  -1.668946  7.251028  -0.159
C  -2.813042  -1.935294  6.980889  -0.157
F  -3.737923  -1.692122  7.926588  0.091
C  -3.184007  -2.452119  5.754642  -0.258
F  -4.493124  -2.691531  5.570712  0.047
C  -2.270103  -2.735089  4.731147  -0.618
S  -2.739853  -3.426415  3.216202  0.570
C  -0.939487  -2.427711  5.045457  -0.254
F  0.029626  -2.636478  4.137739  0.055
C  -0.545360  -1.916889  6.266772  -0.155
F  0.751690  -1.663153  6.513967  0.093
C  -2.355883  1.651398  -3.803080  -0.472
Te  -0.942913  0.563985  -2.632969  1.166
C  -1.144430  -1.239272  -3.787754  -0.478
H  -1.995112  1.784405  -4.821016  -0.012
H  -2.473110  2.612765  -3.302625  -0.088
H  -3.305226  1.118518  -3.791669  -0.005
H  -2.157297  -1.284599  -4.189231  -0.014
H  -0.986789  -2.084679  -3.116284  -0.031
H  -0.429726  -1.279644  -4.608506  -0.021

Forces on atoms 1 to 3 (eV/Å):
-1.314 -0.674 0.853
0.008 -0.083 0.094
0.095 -0.012 0.167

LUMO (eV): -0.78
Charge: -1
ΔE to the lowest compared entry with this formula, charge and spin (eV): 2.2589
Multiplicity: 1

No. 2
Molecular formula: C9H8NO3S
Method: DFT, ωB97M-V/def2-TZVPD

Each line ends with the Löwdin charge.
Positions of all 22 atoms, in Å:
C  -0.225969  -2.608473  1.769655  -0.127
C  -1.492800  -2.826227  1.260019  -0.137
C  0.626576  -1.602184  1.244095  -0.005
C  -2.070701  -1.825063  0.473983  -0.157
C  0.097632  -0.794981  0.193898  -0.339
C  -1.256660  -0.892670  -0.089081  -0.531
C  -0.704464  2.767598  -1.552403  -0.842
C  -0.684274  1.220953  -1.629889  -0.167
C  2.447389  1.767813  -0.262880  -0.115
N  0.862973  0.087479  -0.490180  0.038
O  -1.777854  3.191548  -1.112377  -0.084
O  0.298426  3.358188  -1.861242  -0.016
O  1.747476  0.774495  0.435812  -0.188
S  -2.047494  0.526045  -0.670504  1.038
H  0.249174  -3.351249  2.499414  0.109
H  -2.213419  -3.563597  1.780438  0.115
H  1.611940  -1.299710  1.523972  0.091
H  -3.049199  -1.792014  0.061563  0.080
H  -0.343064  0.620539  -2.399574  0.045
H  1.794227  2.184272  -0.947603  0.015
H  3.473759  1.473214  -0.656056  0.095
H  2.656327  2.584024  0.428940  0.082

Forces on atoms 1 to 3 (eV/Å):
2.969 -0.712 0.435
-2.740 -0.178 1.741
-2.271 -0.022 -0.775

LUMO (alpha / beta) (eV): 3.20 / 3.20
Charge: -1
ΔE to the lowest compared entry with this formula, charge and spin (eV): 4.6780
Multiplicity: 1

No. 3
Molecular formula: H26O13
Method: DFT, ωB97M-V/def2-TZVPD

Each line ends with the Löwdin charge.
Positions of all 39 atoms, in Å:
O  -2.031792  -1.611544  -2.884317  -0.045
H  -1.093740  -1.682326  -2.696054  0.006
H  -2.001081  -1.501823  -3.836669  0.036
O  0.042245  -1.511765  -0.676493  -0.042
H  0.504807  -0.818818  -1.149055  -0.009
H  0.655014  -1.606669  0.034682  -0.026
O  -2.376029  -0.594666  3.435515  -0.082
H  -1.819509  -1.178610  4.062513  0.108
H  -2.245235  0.312047  3.227921  0.019
O  -1.713893  2.765823  0.906558  -0.118
H  -1.421322  1.865525  0.717532  -0.010
H  -0.800652  3.361103  1.076743  0.153
O  -2.769914  -0.786388  0.749119  -0.027
H  -3.272326  -0.783574  1.529638  0.005
H  -3.036851  -0.640919  -0.155852  0.062
O  1.529726  2.350078  -2.481052  -0.082
H  0.603358  2.560128  -2.571378  0.010
H  1.791172  3.315108  -2.496486  0.099
O  0.665995  1.845291  -0.009495  -0.063
H  0.211023  1.953921  0.810291  -0.024
H  0.055751  1.839508  -0.780615  0.021
O  1.840874  0.018490  -2.706561  -0.099
H  2.494978  -0.655842  -3.087522  0.096
H  2.596289  0.585521  -2.486271  0.029
O  1.114318  0.289875  2.181791  -0.019
H  0.711022  0.159471  3.010321  0.036
H  1.698769  0.940185  1.852439  0.010
O  -0.785501  -2.284339  1.900512  -0.076
H  -1.491848  -2.973952  2.000181  0.090
H  -1.307461  -1.749431  1.325251  -0.032
O  3.697927  0.097429  0.953047  -0.138
H  2.858318  -0.424814  1.214937  0.023
H  3.429544  0.356656  -0.023464  0.081
O  1.790350  -2.436031  1.379146  -0.038
H  2.541663  -3.013865  1.454618  0.060
H  1.159682  -2.331331  2.051051  -0.015
O  -1.570680  1.582068  -2.802006  -0.036
H  -1.166616  1.591825  -1.918462  0.002
H  -1.088387  0.796658  -3.112070  0.034

Forces on atoms 1 to 3 (eV/Å):
0.212 0.229 -0.345
0.302 -0.315 0.815
-0.504 -0.013 -0.332

LUMO (eV): 0.02
Charge: 0
ΔE to the lowest compared entry with this formula, charge and spin (eV): 5.4517
Multiplicity: 1

Number 1: largest force on an atom 1.71 eV/Å, electronic energy -179303.6129 eV. Number 2: largest force on an atom 4.12 eV/Å, electronic energy -27927.6517 eV. Number 3: largest force on an atom 4.71 eV/Å, electronic energy -27036.4954 eV.